P.
19
Properties=species:S:1:pos:R:3 method="wB97M-V/def2-TZVPD" homo_lumo_gap_ev=8.235 total_charge=+1 homo_energy_ev=-11.41
C -2.3358 -1.6600 -0.8646
C 2.6206 0.8347 -0.3265
C -1.5039 -1.9588 0.1916
C 0.5973 1.7710 0.5523
N -3.6509 -1.4497 -0.6515
N 0.9489 2.8936 0.7579
N 1.6031 0.7308 0.6790
I 0.5559 -2.5311 -0.0191
H -1.9102 -1.2177 -1.8644
H 3.5822 0.9878 0.0501
H 2.6164 -0.0906 -1.0116
H 2.3178 1.7014 -0.9041
H -2.0338 -2.3904 1.0158
H -0.4017 1.4972 0.1227
H -4.1669 -0.9313 -1.3921
H 1.9337 3.0762 1.0345
H -4.0738 -1.7777 0.2481
H 1.9306 0.8291 1.5648
H 1.3704 -0.3144 0.8170

=====

Q.
19
Properties=species:S:1:pos:R:3 method="wB97M-V/def2-TZVPD" homo_lumo_gap_ev=9.703 total_charge=+1 homo_energy_ev=-13.07 smiles="CC[C@H](I)[NH+]=C(N)N"
C 0.9725 1.4045 -2.1509
C 1.3039 1.1783 -0.7099
C 0.1407 0.8667 0.3473
I 0.8312 1.4108 2.3332
N 0.0099 -0.5236 0.2130
C -0.9110 -1.3129 0.8874
N -0.8308 -2.6217 0.6599
N -1.8189 -0.7613 1.6957
H 0.4584 2.3299 -2.2110
H 1.9350 1.5192 -2.6965
H 0.3677 0.5225 -2.4668
H 2.0341 0.4058 -0.5759
H 1.8009 2.1838 -0.3340
H -0.9260 1.2918 0.2384
H 0.9273 -0.7576 -0.1749
H -1.3591 -3.2422 1.3471
H -0.5121 -2.7951 -0.2181
H -2.5444 -1.3371 2.2116
H -1.8792 0.2380 1.6044

=====

R.
19
Properties=species:S:1:pos:R:3 method="wB97M-V/def2-TZVPD" homo_lumo_gap_ev=8.474 total_charge=+1 homo_energy_ev=-11.56
C -1.9934 -2.3674 0.2171
C 1.4493 1.9662 1.4433
C -1.4253 -1.3532 -0.4997
C 1.3439 1.0134 -0.7552
N -1.4872 -3.6367 0.0288
N 1.4790 0.9098 -1.9305
N 0.7244 2.0350 0.1196
I -2.1372 0.6026 -0.3613
H -2.8475 -2.0857 0.7276
H 1.5507 0.9302 1.5898
H 2.5039 2.3817 1.3971
H 0.9871 2.6028 2.2470
H -0.7031 -1.4052 -1.2523
H 1.5737 0.2193 -0.0973
H -1.8786 -4.5394 0.1715
H 1.2618 1.4648 -2.6495
H -0.7625 -3.6788 -0.6723
H 0.7917 3.1425 0.0119
H -0.4309 1.7980 0.2643

=====

Verdict on stability: Q comes out on top.

=====

P.
10
Properties=species:S:1:pos:R:3 method="wB97M-V/def2-TZVPD" homo_lumo_gap_ev=10.819 total_charge=+1 homo_energy_ev=-16.00 smiles=C1[C@@]23N[C@@]12[NH2+]3
C -0.3267 0.1186 -0.9741
C -0.2921 0.6525 0.4565
N 1.0819 0.9900 0.5596
C 0.8263 -0.2951 -0.0881
N -0.0919 -0.6937 1.0995
H -0.9268 -0.5323 -1.5240
H -0.0526 0.9531 -1.5292
H 1.5788 1.8052 0.1496
H 0.2036 -0.6343 2.1478
H -0.6720 -1.5027 0.6540

=====

Q.
10
Properties=species:S:1:pos:R:3 method="wB97M-V/def2-TZVPD" homo_lumo_gap_ev="7.969 / 7.963" total_charge=+1 homo_energy_ev="-15.75 / -15.75"
C -1.1013 -0.1554 -0.6348
C 1.1522 -0.3819 -0.9351
C -1.0595 0.1703 0.7326
N -0.1169 -0.4693 -1.3999
N 1.3900 0.4563 -0.0582
H -2.0344 -0.0163 -0.9887
H 1.9087 -1.1237 -1.2905
H -1.5000 1.0816 1.2367
H -0.9405 -0.6511 1.4357
H 2.2360 0.9268 0.2757

=====

Verdict on stability: Q comes out on top.

=====

P.
65
Properties=species:S:1:pos:R:3 method="wB97M-V/def2-TZVPD" homo_lumo_gap_ev=7.966 homo_energy_ev=-7.73
C 4.2290 2.3975 -2.8786
H 5.0453 2.5724 -2.1604
H 4.1341 3.4036 -3.5409
H 4.6505 1.6039 -3.6532
O 2.9610 1.7923 -2.5884
C 2.9340 0.7665 -1.6059
O 3.9608 0.1729 -1.2891
C 1.6537 0.5084 -1.2786
C 1.3801 -0.5889 -0.4847
N 0.2113 -0.9415 0.0552
C -1.0073 -0.0183 -0.3878
N -2.1917 -0.4826 -0.0597
C -3.2978 -0.1623 -0.5095
H -3.3266 0.2649 -1.4489
C -3.6191 1.3292 0.1937
H -3.7357 1.1206 1.5208
C -4.8587 1.8571 -0.0991
H -4.9102 2.0924 -1.1555
H -4.8485 3.1238 0.2337
C -6.1870 1.2914 0.3459
O -7.3812 1.9065 -0.2532
H -7.4694 2.8769 0.4065
H -6.1686 1.1713 1.3687
H -6.2532 0.3339 -0.1145
H -2.7764 2.2026 -0.0866
H -4.0169 -0.6809 -0.1560
N -0.7041 0.5202 -1.3852
H -1.4873 1.3954 -1.7013
C 0.4597 1.3710 -1.4229
H 0.6713 1.6268 -2.5270
C 0.5551 2.8513 -0.8038
H -0.3027 3.3332 -1.2698
H 1.5087 3.2931 -0.9561
C 0.3391 2.4738 0.7377
C 1.4649 1.8641 1.4853
C 2.8583 2.5241 1.3222
C 3.8738 1.7094 1.7959
C 3.5722 0.7153 3.1434
C 2.2438 0.3599 3.1174
C 1.1177 1.0572 2.5017
H 0.2907 0.5503 2.7463
H 1.8985 -0.3864 4.0601
H 4.2809 0.1695 3.4404
H 4.8182 1.8681 1.8201
H 2.9393 3.1792 0.5195
H 0.3950 3.5442 1.1615
H -0.4777 1.9426 1.0112
C 0.0572 -2.1498 1.0071
C -0.0128 -3.2634 0.1995
C 0.3186 -4.3934 1.0405
C 0.4843 -5.6615 0.3512
C 0.0057 -5.8276 -0.9419
C -0.3222 -4.7147 -1.6804
C -0.4574 -3.6103 -0.8887
H -0.7990 -2.7450 -1.4089
H -0.8439 -4.8001 -2.3768
H -0.0317 -6.9071 -1.4237
H 0.7612 -6.5536 0.9988
H 0.8562 -4.2410 2.0175
H 0.7854 -1.9787 2.0859
H -1.0215 -1.9053 1.2684
C 2.5525 -1.5782 0.1121
H 3.4690 -1.3400 -0.5757
H 2.0487 -2.6242 -0.0800
H 2.7229 -1.5822 1.1245

=====

Q.
65
Properties=species:S:1:pos:R:3 method="wB97M-V/def2-TZVPD" homo_lumo_gap_ev=6.691 homo_energy_ev=-7.91 smiles="C#Cc1c(NCCCC)cc2c(c1CCN(CC)C(C)=O)C(=O)C(CNC)=C(C=C)C2=O"
C -2.6610 -3.0143 -1.0069
C -1.8951 -1.9596 -1.1559
C -1.0539 -0.5959 -0.9682
C -1.5464 0.7557 -1.6322
N -2.8037 0.8573 -2.4671
C -3.7000 1.7762 -1.6389
C -5.2392 1.2454 -1.5657
C -5.3588 -0.3003 -1.0672
C -6.0829 -0.4567 0.3779
C -0.7672 2.1445 -1.4327
C 0.5222 2.0734 -0.5318
C 1.0289 0.7029 0.1256
C 0.2617 -0.6799 -0.0721
C 0.7700 -2.0792 0.5881
C 1.7548 -2.7514 -0.5507
N 1.0144 -3.7424 -1.3907
C 1.5416 -5.1410 -1.2589
C 0.2574 -6.1130 -0.9242
C 0.9057 -3.3315 -2.8123
C 2.0810 -2.7198 -3.7252
O -0.2291 -3.5197 -3.3967
C 2.3655 0.8153 1.0500
O 3.2645 -0.0860 1.0823
C 2.4755 2.2076 1.8963
C 3.0774 2.0754 3.3827
N 4.1289 3.0883 3.7335
C 3.5814 3.7920 4.9725
C 2.0146 3.4528 1.3011
C 2.0654 4.8457 2.0878
C 3.2011 5.7670 2.0990
C 1.3839 3.4186 -0.2042
O 1.5594 4.3594 -1.0447
H -3.1819 -4.0055 -0.7685
H -2.5623 1.4301 -3.3085
H -3.3500 1.8374 -0.5275
H -3.6400 2.8772 -2.0229
H -5.7364 1.8827 -0.7218
H -5.8399 1.4393 -2.5261
H -5.9769 -0.8483 -1.8862
H -4.2907 -0.7049 -0.9530
H -5.7866 0.3849 1.1248
H -7.2330 -0.5337 0.2373
H -5.7219 -1.4449 0.8413
H -1.1316 3.1365 -1.8811
H 1.4574 -1.7895 1.4670
H -0.0972 -2.7768 0.8821
H 2.1936 -1.8574 -1.1309
H 2.6353 -3.2035 0.0543
H 2.3413 -5.2848 -0.4497
H 1.9174 -5.5102 -2.3000
H -0.6611 -5.5283 -0.5614
H -0.0275 -6.7030 -1.8774
H 0.5445 -6.9184 -0.1320
H 2.5200 -3.5498 -4.3850
H 2.8709 -2.1109 -3.1440
H 1.5694 -1.9634 -4.4506
H 2.1798 2.0426 4.1100
H 3.5795 1.0245 3.4622
H 4.9228 2.5307 4.1270
H 3.2900 2.9702 5.7517
H 4.3623 4.4792 5.4690
H 2.5788 4.3389 4.7400
H 1.1288 5.1719 2.7016
H 4.1406 5.5608 2.7262
H 3.0871 6.7394 1.4815

=====

Verdict on stability: Q comes out on top.

=====

P.
23
Properties=species:S:1:pos:R:3 method="wB97M-V/def2-TZVPD" homo_lumo_gap_ev=6.964 homo_energy_ev=-8.83
C -1.2254 0.2412 -1.6404
C -0.0146 -0.5314 -2.2186
C 0.4456 -1.8252 -1.5240
S -0.8118 -2.6319 -0.4397
C -1.1930 0.7247 -0.1467
N 0.1261 0.5362 0.4558
C 0.1230 1.0931 1.7961
C 1.5461 1.1404 2.3571
H -2.1711 -0.2998 -1.6636
H -1.2819 1.1521 -2.2544
H -0.5081 -0.7986 -3.1630
H 0.7490 0.2167 -2.4373
H 1.3081 -1.6286 -0.8966
H 0.6567 -2.5784 -2.2928
H 0.5397 -2.2008 1.2236
H -1.9564 0.1724 0.4161
H -1.5167 1.7640 -0.1322
H 0.2268 -0.4785 0.5097
H -0.2438 2.1219 1.9374
H -0.4477 0.5043 2.5196
H 2.2757 1.6549 1.7309
H 1.4816 1.5482 3.3701
H 1.8921 0.1032 2.4930

=====

Q.
23
Properties=species:S:1:pos:R:3 method="wB97M-V/def2-TZVPD" homo_lumo_gap_ev=7.512 homo_energy_ev=-8.53
C -1.3345 -0.3957 -2.0191
C -2.5575 0.1534 -1.1851
S -2.4707 -0.6609 0.5885
C 0.0648 -0.6006 -1.3432
N 0.3683 0.4783 -0.4089
C 1.7141 1.5085 1.4117
C 1.4454 0.2547 0.5609
C 1.2898 -0.9774 1.4138
H -1.5012 -1.4099 -2.3423
H -1.1773 0.2424 -2.8930
H -3.4148 -0.4667 -1.4411
H -2.8265 1.2032 -1.2893
H -1.5310 0.6309 1.8113
H 0.0151 -1.5597 -0.7355
H 0.8813 -0.7076 -2.0420
H -0.5161 0.5058 0.1051
H 2.4669 2.2208 0.9722
H 0.7681 2.0046 1.6623
H 2.0661 1.1426 2.4012
H 2.3817 0.1842 -0.0979
H 2.2687 -1.1324 1.8742
H 1.0911 -1.8770 0.8549
H 0.5084 -0.7415 2.1415

=====

Verdict on stability: Q comes out on top.

=====

P.
90
Properties=species:S:1:pos:R:3 method="wB97M-V/def2-TZVPD" homo_lumo_gap_ev=8.357 homo_energy_ev=-7.84
C -3.0587 2.5610 -2.6010
O -2.0186 2.3767 -3.5527
H -3.8670 3.1528 -3.0307
H -3.4885 1.6782 -2.1277
H -2.6346 3.0162 -1.7060
H -1.9705 1.4394 -3.7548
C -1.9434 0.3257 -0.3720
O -0.9819 1.0272 -1.0554
H -1.6258 -0.5990 0.1097
H -2.5334 0.8217 0.3987
H -2.6202 0.0338 -1.1751
H -1.3466 1.7213 -1.6094
C -0.9332 -1.3545 -1.6419
O -1.2375 -1.0511 -2.9829
H -0.2742 -2.2225 -1.6234
H -0.3074 -0.5395 -1.2781
H -1.7421 -1.5470 -0.9371
H -0.5314 -0.5464 -3.3930
C 1.5603 0.2048 -0.8557
O 0.5076 -0.3807 -0.1141
H 1.3121 0.1442 -1.9153
H 1.7041 1.2685 -0.6660
H 2.5550 -0.2270 -0.9667
H -0.3569 0.0201 -0.2308
C -2.6870 0.0117 2.4794
O -2.7293 1.4297 2.4519
H -2.0682 -0.1795 3.3562
H -3.6834 -0.4238 2.5549
H -2.2511 -0.3435 1.5457
H -1.8436 1.6716 2.1717
C 0.0550 2.5387 0.2895
C 0.5035 3.7723 -0.5171
C 1.2656 4.7276 0.4270
C 2.7757 4.3577 0.6381
C 3.4370 4.2244 -0.7029
C 2.7983 3.1641 -1.6162
N 1.3628 3.5128 -1.7307
O 0.7116 2.7460 -2.6367
C 3.6126 3.4626 -2.9829
C 3.3195 1.8017 -1.0339
C -0.7917 4.4660 -1.1655
H 0.8357 1.9791 0.8046
H -0.4261 1.7652 -0.3091
H -0.5943 2.7540 1.1381
H 1.1901 5.7463 0.0467
H 0.7894 4.6252 1.4021
H 2.8801 3.5469 1.3591
H 3.3536 5.0989 1.1902
H 4.4627 3.9736 -0.4326
H 3.5159 5.1922 -1.1981
H 3.0440 3.3431 -3.9051
H 4.0548 4.4420 -3.1656
H 4.3496 2.6673 -3.0949
H 2.7765 1.5000 -0.1383
H 3.0287 1.0391 -1.7563
H 4.4033 1.7656 -0.9232
H -1.4332 3.8488 -1.7946
H -0.5752 5.4478 -1.5866
H -1.4117 4.6568 -0.2896
H 0.3204 3.3755 -3.2468
C 0.7371 -2.5884 0.4412
C -0.5243 -2.7148 1.2786
C -1.6880 -3.4217 0.3592
C -1.3368 -4.8506 -0.0888
C -1.2189 -5.5411 1.3467
C -0.2765 -5.0506 2.4362
N -0.3476 -3.5136 2.5109
O 0.4347 -2.9167 3.4521
C -0.6528 -5.6433 3.8188
C 1.2046 -5.5907 2.1674
C -0.9582 -1.2166 1.6381
H 1.2782 -3.5047 0.2053
H 1.4792 -1.9429 0.9110
H 0.6853 -2.2646 -0.5983
H -2.7137 -3.2075 0.6594
H -1.5490 -3.0374 -0.6513
H -0.3912 -4.9129 -0.6274
H -2.1005 -5.1932 -0.7870
H -1.1820 -6.5909 1.0557
H -2.2338 -5.4814 1.7397
H -0.4938 -6.7179 3.9085
H -0.1064 -5.1444 4.6192
H -1.7011 -5.3533 3.8902
H 1.5893 -5.3610 1.1737
H 1.8969 -5.2280 2.9272
H 1.1647 -6.6684 2.3257
H -1.4202 -0.6731 0.8139
H -0.1115 -0.6349 2.0026
H -1.7664 -1.2112 2.3695
H -0.2160 -2.8553 4.1552

=====

Q.
90
Properties=species:S:1:pos:R:3 method="wB97M-V/def2-TZVPD" homo_lumo_gap_ev=8.577 homo_energy_ev=-8.27 smiles=CC1(C)CCCC(C)(C)N1O.CC1(C)CCCC(C)(C)N1O.CO.CO.CO.CO.CO
C 3.1402 3.5941 3.1481
C 3.4031 4.4488 1.8622
C 2.0355 4.9518 1.4073
C 4.2584 5.6235 2.4145
C 5.7198 5.3734 2.4151
C 6.3448 4.7695 1.1715
C 5.5515 3.4666 0.7317
C 6.0154 3.3132 -0.8087
C 6.1161 2.1587 1.4886
N 4.0530 3.6700 0.7152
O 3.4719 2.5434 0.3208
H 2.5906 4.1257 3.9250
H 2.5933 2.6529 3.0916
H 4.0924 3.3707 3.6292
H 1.7253 5.8512 1.9391
H 2.0155 5.2940 0.3726
H 1.2600 4.2031 1.5694
H 4.1176 6.5478 1.8542
H 4.0652 5.9377 3.4402
H 6.2225 6.3124 2.6468
H 5.8148 4.6638 3.2371
H 7.3686 4.5856 1.4973
H 6.2728 5.4905 0.3571
H 5.5593 4.1301 -1.3678
H 5.6736 2.3564 -1.2036
H 7.0860 3.2613 -1.0067
H 7.1959 2.2388 1.6132
H 5.9444 1.2357 0.9348
H 5.6586 2.0366 2.4704
H 3.1451 2.8083 -0.5421
C -3.0234 -2.9485 2.1164
C -3.6036 -3.7646 3.3588
C -3.3754 -5.2665 3.0758
C -2.7551 -3.4384 4.6487
C -3.1352 -1.9921 5.2562
C -4.6950 -1.9610 5.4614
C -5.6242 -2.3551 4.2850
C -6.9790 -2.7249 4.9236
C -5.7477 -1.2342 3.2878
N -5.0451 -3.5780 3.6211
O -5.8511 -3.8202 2.4250
H -2.4295 -3.5351 1.4155
H -3.8076 -2.3467 1.6571
H -2.2853 -2.2239 2.4602
H -3.7934 -5.7641 3.9509
H -3.8460 -5.5361 2.1303
H -2.2876 -5.3329 3.0582
H -2.8860 -4.2329 5.3834
H -1.6964 -3.4990 4.3965
H -2.6838 -2.0972 6.2428
H -2.7773 -1.1383 4.6809
H -4.9592 -1.0083 5.9203
H -4.9713 -2.6930 6.2203
H -7.6596 -3.2086 4.2230
H -7.4825 -1.8485 5.3319
H -6.8440 -3.5565 5.6151
H -4.7806 -0.7569 3.1301
H -6.4440 -0.4477 3.5789
H -6.1564 -1.4321 2.2969
H -6.5134 -4.3924 2.8194
C 0.2097 -2.2296 -3.4605
O 1.2001 -1.5964 -4.2416
H 0.7545 -2.9537 -2.8547
H -0.2210 -1.4666 -2.8121
H -0.5930 -2.6080 -4.0935
H 1.1257 -0.6479 -4.1130
C 1.8686 4.3674 -4.5294
O 1.1481 3.1896 -4.5094
H 2.8610 4.2391 -4.9616
H 1.3417 5.0787 -5.1655
H 2.0344 4.7296 -3.5148
H 0.2285 3.3084 -4.7580
C -0.7409 1.7949 -8.2656
O -1.1051 3.1028 -7.8827
H -0.1244 1.2650 -7.5395
H -1.5845 1.1368 -8.4739
H -0.1871 1.7608 -9.2038
H -0.4439 3.7074 -8.2277
C -5.2395 -4.9905 -2.5084
O -5.1765 -6.3547 -2.8902
H -6.2934 -4.7195 -2.4455
H -4.7581 -4.8451 -1.5414
H -4.7599 -4.2045 -3.0917
H -4.6601 -6.3805 -3.6990
C 3.2268 -4.9313 -7.7032
O 3.1704 -3.5662 -7.8387
H 3.6136 -5.4615 -8.5734
H 3.7640 -5.1090 -6.7715
H 2.1942 -5.2632 -7.5951
H 2.7735 -3.2341 -7.0301

=====

Verdict on stability: Q comes out on top.

=====

P.
12
Properties=species:S:1:pos:R:3 method="wB97M-V/def2-TZVPD" homo_lumo_gap_ev=9.130 homo_energy_ev=-8.83 smiles="C#C[C@@H](C#N)NC=S"
C 2.1535 0.6400 -1.0619
C 1.1894 0.6149 -0.3152
C 0.0411 0.6004 0.6196
C -0.9483 1.6194 0.1965
N -1.7508 2.4060 -0.1193
N -0.5538 -0.7078 0.7579
C -0.7312 -1.5781 -0.2542
S -1.5709 -2.9950 -0.1392
H 3.0077 0.6307 -1.6958
H 0.4358 0.9022 1.5837
H -1.0414 -0.8878 1.6081
H -0.2311 -1.2449 -1.1802

=====

Q.
12
Properties=species:S:1:pos:R:3 method="wB97M-V/def2-TZVPD" homo_lumo_gap_ev=8.751 homo_energy_ev=-8.01 smiles=C#Cc1[nH]cnc1S
C 3.0239 0.2972 -0.0034
C 1.8812 -0.0564 0.0000
C 0.5331 -0.4886 -0.0114
N 0.1992 -1.7989 -0.0093
C -1.1554 -1.8492 0.0266
N -1.7446 -0.6633 -0.0219
C -0.7026 0.1870 0.0044
S -0.8903 1.9425 -0.0075
H 3.9758 0.8461 -0.0567
H 0.8186 -2.6072 0.0717
H -1.6562 -2.8123 -0.0034
H 0.4420 2.1878 0.2292

=====

Verdict on stability: Q comes out on top.